(1)
Molecular formula: C39H50FN3V
Method: DFT, the ωB97M-V functional and the def2-TZVPD basis

Last column: Mulliken charge in e.
Cartesian coordinates (Å):
1 V -0.633 0.240 -0.332  -0.97
2 F -1.807 0.438 -1.686  -0.66
3 N 1.061 -0.408 -0.418  1.30
4 N -1.426 0.433 1.435  1.55
5 N -1.157 2.482 -0.274  -0.07
6 C -1.479 -4.093 -0.243  -0.60
7 C -1.684 -2.684 -0.503  -0.48
8 C 4.798 -1.292 -1.585  -1.27
9 C -0.996 3.763 -0.850  -0.45
10 C -0.807 3.850 -2.362  2.64
11 C 3.383 1.545 0.497  0.32
12 C -2.076 3.317 -3.077  -1.56
13 C -0.384 -4.773 0.182  -0.77
14 C 2.540 -1.018 -2.326  0.24
15 C -2.988 -1.848 3.910  -0.70
16 C 3.536 1.062 1.941  -1.29
17 C -0.511 5.334 -2.731  -1.87
18 C -5.046 -0.972 1.495  -1.26
19 C -1.512 1.664 1.950  -0.26
20 C 0.797 -4.151 0.820  -0.59
21 C 0.387 3.065 -2.928  -1.24
22 C 2.230 -0.305 -1.067  -0.97
23 C -2.913 -0.950 2.831  0.21
24 C 1.272 -2.943 -0.015  -1.25
25 C -1.853 -2.453 4.419  -1.20
26 C 3.348 0.265 -0.378  0.27
27 C -0.597 -2.243 3.865  -1.02
28 C 4.624 -0.199 -0.683  -0.27
29 C 0.534 -1.627 0.320  2.92
30 C 3.865 -1.472 -2.571  -0.39
31 C 0.754 -1.338 1.906  1.11
32 C -1.639 -0.684 2.266  -1.42
33 C -5.013 0.385 3.576  -1.57
34 C 1.718 -0.389 -4.593  -1.74
35 C -0.924 -1.631 -0.078  0.86
36 C -0.505 -1.425 2.744  1.26
37 C -4.165 -0.164 2.406  0.79
38 C 2.194 2.515 0.470  -1.44
39 C 1.413 -2.727 -3.847  -1.58
40 C -1.265 2.748 1.077  0.78
41 C 1.975 -1.977 2.600  -1.91
42 C 1.507 -1.226 -3.379  1.52
43 C -1.342 4.175 1.323  -2.04
44 C -1.123 4.763 0.094  -1.07
45 H 4.258 2.154 0.189  0.72
46 H -1.540 4.719 2.194  0.62
47 H 5.538 0.232 -0.203  0.35
48 H 4.027 1.717 2.609  0.49
49 H 1.583 -4.915 0.845  0.47
50 H 2.240 -3.013 -4.517  0.40
51 H 0.500 5.579 -2.329  0.38
52 H -1.237 6.042 -2.266  0.39
53 H 2.863 -2.020 1.988  0.24
54 H -0.566 5.447 -3.817  0.44
55 H -3.979 -2.122 4.295  0.34
56 H 4.068 0.063 1.939  0.31
57 H 0.959 -3.123 -1.086  0.04
58 H 0.893 -0.283 2.018  -0.52
59 H 0.229 -2.742 4.317  0.58
60 H 2.372 -2.812 0.024  0.63
61 H 2.369 3.331 1.113  0.64
62 H -3.796 0.737 1.907  0.08
63 H -2.557 -2.329 -1.041  0.60
64 H 1.193 2.072 0.579  0.12
65 H 2.107 2.911 -0.550  0.01
66 H 5.759 -1.880 -1.629  0.29
67 H 0.878 -0.495 -5.289  0.45
68 H 0.438 -2.874 -4.365  0.40
69 H -5.531 -1.772 2.073  0.30
70 H 1.771 0.689 -4.385  0.34
71 H 0.547 -0.968 -2.881  -0.40
72 H -5.772 1.131 3.355  0.38
73 H -2.209 2.293 -2.690  0.10
74 H -2.464 -4.686 -0.365  0.22
75 H -5.535 -0.330 4.225  0.32
76 H -5.872 -0.316 1.069  0.39
77 H 0.375 3.247 -4.063  0.52
78 H 1.301 3.363 -2.394  0.23
79 H 4.122 -2.057 -3.477  0.32
80 H -1.796 3.333 -4.093  0.53
81 H 1.712 -3.000 2.959  0.61
82 H -0.434 -5.920 0.209  0.28
83 H -1.408 5.766 -0.183  0.37
84 H -1.948 -3.085 5.312  0.35
85 H 2.298 -1.423 3.523  0.30
86 H 2.540 0.789 2.344  0.22
87 H -1.760 1.915 3.008  0.26
88 H 0.232 2.017 -2.685  -0.01
89 H -4.319 0.895 4.275  0.37
90 H -4.373 -1.269 0.684  0.26
91 H -2.931 3.921 -2.799  0.44
92 H 0.613 -3.975 1.917  0.21
93 H 1.518 -3.374 -2.962  0.40
94 H 2.637 -0.631 -5.105  0.39

Computed properties:
Multiplicity: 4
Lowest unoccupied orbital energy (alpha / beta): 0.10 / -2.40 eV
Expectation value of S²: 3.79
Energy: -74124.4565 eV
Highest occupied orbital energy (alpha / beta): -5.98 / -7.90 eV

=====

(2)
Molecular formula: C39H50N4O4SV
Method: DFT, the ωB97M-V functional and the def2-TZVPD basis

Last column: natural (NBO) charge in e.
Cartesian coordinates (Å):
1 V -2.003 -1.186 -0.423  1.62
2 S -0.488 2.462 -0.512  0.54
3 O -4.306 -4.181 -1.232  -0.37
4 O -2.638 -2.741 -0.601  -0.58
5 O -1.496 -0.319 0.878  -0.46
6 O -0.927 -0.645 -1.559  -0.46
7 N 1.669 3.879 0.214  -0.72
8 N -4.058 -0.743 -0.604  -0.49
9 N 0.606 1.254 -0.138  -0.64
10 N -0.037 5.042 -0.809  -0.72
11 C -6.816 1.651 -0.001  -0.13
12 C 0.073 -2.255 -3.795  -0.09
13 C -4.024 1.628 -0.110  -0.21
14 C -1.696 -1.131 5.237  -0.61
15 C 0.853 -1.125 -3.104  0.07
16 C -1.291 -1.760 -4.309  -0.60
17 C -0.092 -3.407 -2.785  -0.58
18 C -1.845 -2.516 3.176  -0.58
19 C -4.784 -1.860 -0.815  0.12
20 C -3.964 -3.109 -0.931  0.76
21 C 4.299 0.579 -3.355  -0.10
22 C -6.845 -0.740 -0.593  -0.02
23 C 0.832 -2.822 -5.001  -0.61
24 C 3.718 1.884 3.883  -0.60
25 C 4.718 -0.178 -4.617  -0.62
26 C 0.493 3.927 -0.356  0.36
27 C -6.142 0.444 -0.315  -0.12
28 C -6.160 -1.905 -0.846  -0.22
29 C 0.629 -0.183 3.822  -0.24
30 C -3.063 -0.299 3.340  -0.60
31 C 4.250 2.087 -3.677  -0.59
32 C 2.926 0.166 -2.856  0.14
33 C -6.115 2.789 0.257  -0.18
34 C 2.401 0.781 -1.707  -0.17
35 C -1.780 -1.070 3.705  -0.09
36 C 4.047 -0.582 3.505  -0.60
37 C -4.727 0.434 -0.350  0.25
38 C 3.091 0.491 4.071  -0.12
39 C 2.139 -0.783 -3.504  -0.22
40 C -0.547 -0.379 3.097  0.05
41 C 1.741 0.833 1.961  -0.26
42 C -0.509 0.041 1.763  0.23
43 C 0.344 -0.416 -2.000  0.25
44 C 2.890 0.242 5.566  -0.62
45 C -4.702 2.772 0.194  -0.14
46 C 0.609 0.695 1.207  0.10
47 C 1.132 0.513 -1.280  0.08
48 C 1.789 0.381 3.287  0.23
49 C 5.338 0.321 -2.249  -0.60
50 H 4.997 -0.538 4.043  0.24
51 H 2.142 0.913 5.997  0.22
52 H -1.014 -3.108 3.562  0.24
53 H -7.900 1.648 0.030  0.25
54 H 0.646 -0.499 4.853  0.26
55 H 4.798 -1.255 -4.440  0.22
56 H 4.621 1.955 4.491  0.25
57 H -1.998 -1.517 -3.519  0.18
58 H 3.467 2.315 -4.405  0.22
59 H 3.036 2.677 4.204  0.22
60 H 2.250 4.697 0.335  0.44
61 H 2.553 -1.286 -4.361  0.26
62 H -0.716 -4.191 -3.218  0.24
63 H -0.879 -1.765 5.586  0.22
64 H 0.428 5.935 -0.716  0.44
65 H 0.877 -3.844 -2.543  0.23
66 H 6.322 0.629 -2.606  0.24
67 H -2.945 1.617 -0.159  0.19
68 H -1.808 -2.582 2.088  0.16
69 H -2.619 -1.564 5.622  0.24
70 H -3.345 -0.398 2.290  0.18
71 H 1.800 -3.239 -4.720  0.22
72 H -0.554 -3.105 -1.848  0.16
73 H 3.633 -1.586 3.630  0.22
74 H -1.746 -2.544 -4.917  0.24
75 H 5.701 0.172 -4.930  0.24
76 H 0.245 -3.635 -5.430  0.24
77 H -6.648 -2.849 -1.046  0.28
78 H 1.987 2.996 0.584  0.44
79 H 5.391 -0.740 -1.991  0.22
80 H -2.775 -2.990 3.501  0.24
81 H -1.586 -0.136 5.677  0.23
82 H -2.958 0.765 3.568  0.22
83 H 4.020 2.072 2.849  0.19
84 H 4.086 2.690 -2.779  0.19
85 H 5.127 0.890 -1.337  0.19
86 H 4.252 -0.420 2.442  0.20
87 H -7.929 -0.730 -0.591  0.26
88 H -4.155 3.686 0.395  0.23
89 H 2.604 -0.791 5.777  0.22
90 H -0.912 5.040 -1.311  0.44
91 H 4.029 -0.004 -5.449  0.22
92 H 5.207 2.390 -4.107  0.24
93 H -6.634 3.705 0.505  0.26
94 H 3.008 1.483 -1.151  0.22
95 H 3.832 0.423 6.085  0.24
96 H 2.619 1.288 1.517  0.22
97 H -3.892 -0.683 3.937  0.24
98 H 0.976 -2.074 -5.785  0.23
99 H -1.173 -0.879 -4.944  0.23

Computed properties:
Lowest unoccupied orbital energy (alpha / beta): -10.97 / -10.97 eV
Net charge: +3
Energy: -91904.2435 eV
Highest occupied orbital energy (alpha / beta): -16.61 / -16.61 eV

=====

(3)
Molecular formula: C39H51AsClIN7O3PTi
Method: DFT, the ωB97M-V functional and the def2-TZVPD basis

Last column: Mulliken charge in e.
Cartesian coordinates (Å):
1 I 3.338 0.129 4.356  -0.37
2 As 4.572 -1.168 -5.359  0.14
3 Ti 0.118 0.042 1.058  0.51
4 Cl -0.183 2.212 -0.155  -0.66
5 P 1.001 0.287 -2.751  0.39
6 O 0.146 1.031 2.676  0.27
7 O -0.594 -1.062 -0.451  1.01
8 O 2.028 0.002 0.670  -0.50
9 N -2.387 0.253 1.428  1.66
10 N -4.514 0.618 0.264  0.04
11 N -4.467 -0.663 2.328  0.08
12 N -4.093 1.737 2.371  0.14
13 N 4.257 -0.085 0.623  -0.27
14 N 0.715 3.034 3.452  -0.22
15 N -1.644 -2.918 -1.102  -0.31
16 C 3.398 2.304 -7.343  -0.68
17 C -4.670 0.587 3.068  -0.68
18 C 1.503 1.975 -3.302  0.66
19 C 3.012 3.841 -2.965  -0.89
20 C -3.031 -0.863 2.153  -0.87
21 C 0.979 2.631 -4.413  -0.06
22 C 3.760 -2.889 -5.781  0.37
23 C -4.712 1.838 1.048  -0.70
24 C 3.905 -3.419 -7.063  -0.44
25 C 3.111 0.591 0.804  0.30
26 C -0.833 -2.274 -0.259  0.40
27 C 2.087 0.577 -8.370  -0.72
28 C 2.614 -4.914 -5.122  -0.68
29 C -5.083 -0.507 1.006  -0.75
30 C -2.964 1.037 -3.575  -0.67
31 C 3.201 2.050 1.107  -1.04
32 C -0.714 0.157 -3.402  0.94
33 C -3.080 0.391 0.116  -0.43
34 C 1.442 3.888 -4.778  -0.96
35 C 2.451 4.501 -4.049  -0.58
36 C 0.793 1.139 4.937  -1.95
37 C -2.663 1.496 2.197  -0.92
38 C 2.722 -0.378 -7.584  0.18
39 C 3.136 -3.666 -4.808  -0.27
40 C 4.041 1.348 -6.570  -0.27
41 C -1.630 1.196 -3.229  -0.54
42 C 0.522 1.716 3.694  0.58
43 C 0.153 -1.933 1.998  -0.81
44 C -0.258 -2.977 0.939  -1.25
45 C -3.422 -0.170 -4.084  -0.65
46 C 2.416 1.919 -8.245  -0.51
47 C 3.412 -0.587 -3.867  -1.55
48 C -1.186 -1.050 -3.925  -1.46
49 C 1.908 -0.608 -4.122  -0.11
50 C 3.382 -4.665 -7.381  -0.53
51 C 2.538 2.589 -2.599  -0.56
52 C 2.722 -5.410 -6.413  -0.44
53 C 3.703 0.000 -6.672  -0.03
54 C -2.525 -1.215 -4.261  -0.33
55 H 4.435 -2.855 -7.822  0.45
56 H 2.975 2.071 -1.753  0.43
57 H -1.624 -3.925 -1.119  0.24
58 H 0.471 0.127 5.116  0.40
59 H -2.208 2.329 1.664  0.12
60 H 4.810 1.660 -5.870  0.35
61 H -1.887 -2.446 -1.966  0.09
62 H -2.564 -0.957 3.133  0.18
63 H -4.265 2.677 0.513  0.37
64 H -2.867 -2.164 -4.659  0.46
65 H -1.294 2.132 -2.801  0.47
66 H -0.987 -3.715 1.289  0.46
67 H 1.015 4.387 -5.639  0.43
68 H 1.904 2.662 -8.843  0.40
69 H 0.611 -3.538 0.577  0.40
70 H 1.324 0.269 -9.073  0.39
71 H -2.872 -1.786 1.591  0.01
72 H -0.560 -1.969 2.826  0.27
73 H 1.668 -0.126 -5.071  0.19
74 H -2.625 1.221 -0.421  0.21
75 H 2.344 2.559 0.667  0.08
76 H 3.063 -3.303 -3.790  0.38
77 H 0.795 3.683 4.214  0.21
78 H 2.433 -1.417 -7.679  0.41
79 H 3.178 2.173 2.192  0.22
80 H -0.502 -1.876 -4.087  0.46
81 H 0.205 2.159 -5.007  0.52
82 H 3.494 -5.056 -8.384  0.38
83 H 2.125 -5.502 -4.355  0.39
84 H 1.075 1.761 5.773  0.33
85 H 3.748 0.434 -3.672  0.55
86 H -6.154 -0.343 1.138  0.36
87 H 3.670 -1.176 -2.983  0.50
88 H 3.661 3.349 -7.236  0.42
89 H 2.307 -6.379 -6.661  0.38
90 H -4.465 -0.295 -4.345  0.42
91 H -3.655 1.858 -3.431  0.42
92 H 5.100 0.302 1.016  0.22
93 H 4.186 -1.091 0.639  0.27
94 H -2.937 -0.524 -0.457  -0.32
95 H 1.554 -1.637 -4.171  0.21
96 H -5.741 0.748 3.200  0.33
97 H 4.132 2.469 0.725  0.57
98 H 0.410 3.376 2.552  0.21
99 H 2.798 5.490 -4.324  0.41
100 H 1.131 -2.188 2.410  0.62
101 H -5.782 2.016 1.168  0.36
102 H -4.931 -1.424 0.433  0.34
103 H -4.200 0.496 4.049  0.35
104 H -2.206 1.400 3.181  0.19
105 H 3.812 4.304 -2.399  0.49

Computed properties:
Multiplicity: 3
Lowest unoccupied orbital energy (alpha / beta): 0.06 / -0.82 eV
Expectation value of S²: 2.01
Relative energy (zero: lowest compared OMol25 entry of this formula, charge and spin): 0.00 kJ/mol
Energy: -171713.9156 eV
Highest occupied orbital energy (alpha / beta): -6.79 / -7.97 eV

=====

(4)
Molecular formula: C39H51FN8O2
Method: DFT, the ωB97M-V functional and the def2-TZVPD basis

Last column: Mulliken charge in e.
Cartesian coordinates (Å):
1 F 1.888 0.104 0.904  -0.36
2 O 2.192 0.933 3.780  -0.20
3 O 2.777 2.287 5.410  -0.64
4 N -0.151 0.965 -4.774  0.17
5 N 5.453 -2.906 -0.669  0.05
6 N -1.585 -1.539 -2.335  0.46
7 N 4.850 2.304 3.072  0.56
8 N -5.740 -1.833 1.441  0.02
9 N 2.133 -3.429 -4.465  0.03
10 N 3.892 7.054 4.422  0.01
11 N -7.551 -1.613 -2.881  0.12
12 C -8.175 -1.032 -3.951  -0.58
13 C 4.594 2.841 1.846  -0.63
14 C 1.963 -1.291 2.806  -1.54
15 C -1.715 2.381 -4.107  -0.59
16 C -2.667 -0.704 -2.371  -1.42
17 C 5.681 2.606 1.043  -0.51
18 C 6.633 1.897 1.825  -0.64
19 C -3.795 -1.478 -2.437  0.09
20 C 2.445 -1.687 -5.793  -0.47
21 C 5.866 -2.070 0.334  -1.06
22 C -6.636 -3.498 0.299  -0.40
23 C 2.438 5.519 5.073  0.29
24 C 3.697 5.708 4.569  -0.84
25 C 3.061 -2.523 -4.901  -0.59
26 C -0.617 2.455 -3.206  -0.44
27 C 1.088 -2.107 -5.891  -0.43
28 C 1.850 6.804 5.233  -0.86
29 C 0.791 0.866 5.634  -0.94
30 C 0.331 1.568 -3.646  -0.60
31 C -7.009 -1.996 1.928  -0.59
32 C -3.371 -2.837 -2.442  -0.74
33 C -2.002 -2.839 -2.381  -0.64
34 C 0.930 -3.190 -5.068  -0.72
35 C 2.000 1.488 4.992  0.73
36 C -8.664 0.180 -3.541  -0.43
37 C 1.702 -1.233 1.312  1.13
38 C 0.912 -0.544 5.052  -0.57
39 C 2.773 7.730 4.824  -0.43
40 C 0.322 -1.668 0.837  -1.67
41 C 4.283 -2.436 -1.204  -0.81
42 C -1.396 1.452 -5.062  -0.48
43 C -8.319 0.333 -2.169  -0.67
44 C 4.962 -1.046 0.433  0.17
45 C -5.502 -2.742 0.447  -0.65
46 C 1.280 -0.201 3.612  0.28
47 C -7.633 -0.791 -1.792  -0.07
48 C 3.958 -1.278 -0.548  -0.79
49 C -7.593 -3.023 1.237  -0.41
50 C 6.092 1.736 3.077  -0.63
51 H -7.097 -2.509 -2.886  0.21
52 H 5.773 2.884 0.006  0.44
53 H 2.486 -1.803 0.806  0.18
54 H -9.208 0.879 -4.155  0.39
55 H 3.102 -0.655 -0.751  0.86
56 H 0.770 0.980 6.716  0.42
57 H -3.997 -3.714 -2.489  0.46
58 H 3.787 -2.947 -2.010  0.47
59 H -5.085 -1.138 1.751  0.20
60 H -1.949 1.098 -5.915  0.38
61 H 6.770 -2.266 0.884  0.41
62 H 4.185 2.306 3.834  0.17
63 H 0.065 -3.793 -4.853  0.48
64 H 0.050 -1.205 5.160  0.36
65 H 0.388 -2.266 -0.075  0.30
66 H 3.043 -1.227 2.978  0.36
67 H -6.771 -4.294 -0.415  0.46
68 H 0.863 7.024 5.606  0.39
69 H 2.727 8.805 4.785  0.38
70 H 1.301 1.315 -3.253  0.50
71 H -8.599 -3.383 1.375  0.40
72 H -0.089 1.358 5.196  0.29
73 H -7.197 -1.083 -0.852  0.22
74 H -4.808 -1.111 -2.479  0.58
75 H 5.934 -3.736 -0.963  0.20
76 H -0.284 -0.785 0.613  0.36
77 H 0.333 0.253 -5.293  0.20
78 H -1.297 -3.653 -2.367  0.53
79 H 1.631 -2.264 3.192  0.39
80 H -0.532 3.088 -2.338  0.42
81 H 7.589 1.525 1.493  0.46
82 H 6.474 1.242 3.954  0.43
83 H -0.209 -2.260 1.590  0.35
84 H -7.391 -1.366 2.713  0.40
85 H -2.545 0.366 -2.352  0.53
86 H -0.627 -1.238 -2.293  0.17
87 H 4.729 7.479 4.067  0.18
88 H 3.655 3.325 1.640  0.42
89 H -2.631 2.945 -4.059  0.42
90 H 5.023 -0.211 1.113  0.58
91 H -8.219 -1.525 -4.908  0.40
92 H 2.910 -0.862 -6.306  0.43
93 H -8.550 1.172 -1.533  0.42
94 H -4.560 -2.764 -0.073  0.53
95 H 0.315 -1.671 -6.504  0.65
96 H 2.306 -4.164 -3.803  0.24
97 H 4.464 5.000 4.302  0.46
98 H 1.998 4.561 5.291  0.41
99 H 0.398 0.198 3.090  0.26
100 H 1.783 -1.043 5.500  0.34
101 H 4.074 -2.544 -4.536  0.43

Computed properties:
SMILES string: C[C@@H](F)C[C@H]1CCC(=O)O1.c1cc[nH]c1.c1cc[nH]c1.c1cc[nH]c1.c1cc[nH]c1.c1cc[nH]c1.c1cc[nH]c1.c1cc[nH]c1.c1cc[nH]c1
Lowest unoccupied orbital energy: 0.25 eV
Energy: -60002.1863 eV
Highest occupied orbital energy: -7.86 eV